1.
{"formula": "C24H31N4O2", "method": "ωB97M-V with the def2-TZVPD basis set", "relative_energy_kcal_mol": 66.6, "e_homo_ev": -9.06, "orbital_gap_ev": 5.010, "charge": 1, "species": ["C", "O", "C", "C", "C", "C", "C", "C", "N", "C", "C", "C", "C", "C", "C", "N", "C", "C", "C", "C", "C", "O", "C", "C", "C", "H", "H", "H", "H", "H", "H", "H", "H", "H", "H", "H", "H", "H", "H", "H", "H", "H", "H", "H", "H", "H", "C", "N", "N", "C", "C", "H", "H", "H", "H", "H", "H", "H", "H", "H", "H"], "coordinates": [[4.734, 3.348, 3.973], [3.539, 2.535, 3.898], [2.670, 2.728, 2.873], [1.496, 1.922, 2.898], [0.542, 2.126, 1.926], [0.754, 3.102, 0.921], [1.916, 3.863, 0.846], [2.881, 3.685, 1.838], [-0.333, 3.063, 0.047], [-0.453, 3.832, -1.178], [-1.234, 2.125, 0.469], [-0.733, 1.476, 1.617], [-1.299, 0.363, 2.272], [-2.588, -0.109, 1.931], [-3.696, 0.612, 1.454], [-4.650, -0.259, 1.008], [-5.874, 0.131, 0.335], [-4.221, -1.569, 1.205], [-2.931, -1.519, 1.793], [-2.156, -2.662, 1.872], [-2.707, -3.878, 1.382], [-2.026, -5.052, 1.369], [-0.649, -5.082, 1.812], [-4.020, -3.910, 0.832], [-4.766, -2.747, 0.703], [5.230, 2.993, 4.874], [5.379, 3.192, 3.099], [4.486, 4.413, 4.072], [1.360, 1.169, 3.672], [2.064, 4.569, 0.034], [3.804, 4.266, 1.814], [0.387, 4.531, -1.234], [-0.434, 3.169, -2.057], [-1.401, 4.388, -1.190], [-2.152, 1.941, -0.083], [-0.629, -0.323, 2.795], [-3.820, 1.685, 1.360], [-6.408, -0.770, 0.026], [-6.515, 0.722, 1.001], [-5.644, 0.741, -0.549], [-1.140, -2.601, 2.265], [-0.386, -6.137, 1.729], [-0.012, -4.472, 1.156], [-0.562, -4.741, 2.853], [-4.388, -4.863, 0.468], [-5.736, -2.743, 0.211], [-2.473, 2.235, 4.572], [-1.739, 0.988, 4.745], [-1.830, 0.260, 5.870], [-0.805, -0.745, 6.093], [-2.433, 0.819, 7.057], [-1.836, 3.109, 4.786], [-2.814, 2.286, 3.533], [-3.347, 2.276, 5.228], [-0.809, 0.979, 4.337], [-1.211, -1.474, 6.805], [-0.543, -1.265, 5.161], [0.119, -0.319, 6.528], [-2.640, -0.024, 7.726], [-1.757, 1.514, 7.586], [-3.367, 1.330, 6.819]], "mulliken_charge": [-0.9121, -0.4431, 0.1260, -0.0665, 1.0721, -0.3064, -1.2273, -0.8183, 0.1379, -0.9310, -0.9352, 0.9074, -0.4658, 1.5867, -1.7141, 0.1105, -0.9136, -0.1018, 0.2609, 0.2995, 0.3522, -0.4639, -0.7339, -0.9215, -0.8580, 0.2591, 0.3616, 0.3736, 0.4449, 0.2381, 0.4177, 0.3054, 0.3447, 0.3280, 0.8014, 0.3965, 0.7013, 0.2912, 0.3128, 0.3362, 0.3581, 0.2411, 0.3197, 0.2988, 0.4582, 0.2337, -0.9070, 0.5458, -0.2006, -0.8937, -0.9446, 0.3070, 0.1475, 0.3147, -0.0673, 0.3494, 0.2042, 0.3045, 0.3408, 0.3428, 0.2936]}

=====

2.
{"formula": "C17H20N2O3", "method": "ωB97M-V with the def2-TZVPD basis set", "smiles": "CCCCNC(=O)COC(=O)c1cc(C)nc2ccccc12", "relative_energy_kcal_mol": 13.8, "e_homo_ev": -8.94, "orbital_gap_ev": 8.545, "species": ["C", "C", "C", "H", "C", "N", "C", "O", "C", "H", "H", "O", "C", "O", "C", "C", "C", "N", "C", "C", "C", "C", "C", "C", "H", "H", "H", "H", "C", "H", "H", "H", "H", "H", "H", "H", "H", "H", "H", "H", "H", "H"], "coordinates": [[-6.540, -2.077, -0.149], [-5.599, -0.879, -0.180], [-4.706, -0.896, -1.419], [-4.111, -1.813, -1.427], [-3.770, 0.311, -1.472], [-2.833, 0.303, -0.371], [-2.807, 1.256, 0.572], [-3.523, 2.233, 0.591], [-1.759, 0.999, 1.673], [-1.863, 1.768, 2.440], [-1.915, 0.002, 2.101], [-0.422, 1.110, 1.195], [0.138, 0.040, 0.627], [-0.450, -1.008, 0.465], [1.539, 0.317, 0.223], [1.897, 1.604, -0.100], [3.218, 1.882, -0.515], [4.131, 0.952, -0.601], [3.820, -0.320, -0.285], [4.838, -1.290, -0.383], [4.582, -2.595, -0.070], [3.302, -2.982, 0.355], [2.291, -2.066, 0.461], [2.517, -0.714, 0.139], [1.310, -2.373, 0.783], [3.117, -4.017, 0.602], [5.363, -3.337, -0.145], [5.813, -0.962, -0.707], [3.612, 3.278, -0.874], [3.002, 3.640, -1.700], [3.456, 3.942, -0.025], [4.658, 3.300, -1.162], [1.172, 2.402, -0.052], [-2.225, -0.502, -0.280], [-3.213, 0.310, -2.415], [-4.340, 1.240, -1.395], [-5.326, -0.892, -2.316], [-4.976, -0.883, 0.716], [-6.181, 0.045, -0.171], [-7.186, -2.078, -1.025], [-7.167, -2.047, 0.739], [-5.976, -3.007, -0.140]], "mulliken_charge": [-1.3625, -0.1120, -0.6262, 0.3389, -0.9110, 0.0364, 0.7377, -0.6528, -0.6595, 0.2967, 0.3426, -0.3385, 0.5856, -0.6970, 0.7596, -0.6766, 0.4593, -0.6206, -0.1159, -0.4402, -0.5277, -0.6695, -0.6756, 0.7458, 0.4896, 0.4051, 0.3856, 0.4624, -1.3051, 0.3215, 0.3209, 0.3566, 0.5286, 0.1929, 0.3140, 0.3985, 0.3736, 0.1802, 0.3102, 0.3340, 0.3800, 0.3344]}

=====

3.
{"formula": "C32H44MoN3O3Si", "method": "ωB97M-V with the def2-TZVPD basis set", "e_homo_ev": -16.13, "orbital_gap_ev": 5.258, "charge": 3, "species": ["Mo", "O", "C", "C", "C", "C", "C", "C", "C", "O", "N", "N", "C", "C", "C", "C", "C", "C", "C", "O", "H", "H", "H", "H", "H", "H", "H", "H", "H", "H", "C", "C", "C", "C", "Si", "C", "C", "C", "C", "C", "C", "C", "C", "H", "H", "H", "H", "H", "H", "H", "H", "H", "H", "H", "H", "H", "H", "H", "H", "H", "H", "H", "H", "H", "H", "H", "H", "H", "H", "H", "C", "C", "C", "C", "N", "C", "C", "H", "H", "H", "H", "H", "H", "H"], "coordinates": [[0.302, -0.839, 0.913], [0.559, 1.592, 4.552], [-0.734, 1.989, 4.544], [-1.216, 2.571, 5.708], [-2.512, 3.039, 5.764], [-3.373, 2.925, 4.662], [-2.930, 2.327, 3.518], [-1.603, 1.831, 3.428], [-1.233, 1.118, 2.252], [-0.032, 0.437, 2.128], [-2.026, 0.934, 1.247], [-1.545, 0.024, 0.360], [-2.251, -0.222, -0.710], [-1.965, -1.250, -1.665], [-2.877, -1.540, -2.683], [-2.648, -2.595, -3.551], [-1.505, -3.373, -3.412], [-0.574, -3.100, -2.414], [-0.807, -2.044, -1.561], [0.052, -1.714, -0.548], [0.874, 1.387, 3.672], [-0.542, 2.665, 6.548], [-2.867, 3.514, 6.669], [-4.384, 3.301, 4.720], [-3.574, 2.215, 2.658], [-3.147, 0.377, -0.848], [-3.770, -0.935, -2.775], [-3.362, -2.817, -4.332], [-1.328, -4.200, -4.087], [0.319, -3.704, -2.309], [4.953, 1.302, 1.541], [3.455, 0.961, 1.562], [3.206, -0.156, 2.601], [2.699, 2.235, 1.985], [2.880, 0.294, -0.164], [3.663, -1.397, -0.693], [3.299, -2.519, 0.297], [5.194, -1.249, -0.725], [3.184, -1.824, -2.090], [2.245, 1.489, -1.546], [1.046, 0.859, -2.273], [3.406, 1.722, -2.527], [1.796, 2.851, -0.997], [5.232, 1.727, 2.508], [5.187, 2.048, 0.778], [5.584, 0.432, 1.373], [3.177, 0.263, 3.610], [3.994, -0.907, 2.585], [2.250, -0.687, 2.427], [2.930, 2.454, 3.031], [1.617, 2.154, 1.875], [3.022, 3.100, 1.413], [3.691, -2.347, 1.299], [3.738, -3.455, -0.057], [2.217, -2.676, 0.355], [5.621, -1.159, 0.272], [5.520, -0.397, -1.326], [5.620, -2.148, -1.178], [2.099, -1.930, -2.151], [3.627, -2.793, -2.328], [3.507, -1.131, -2.864], [1.288, -0.085, -2.764], [0.700, 1.548, -3.046], [0.211, 0.710, -1.581], [3.747, 0.811, -3.014], [4.260, 2.193, -2.034], [3.065, 2.403, -3.310], [0.978, 2.764, -0.277], [1.432, 3.451, -1.833], [2.616, 3.404, -0.545], [0.032, -5.866, 4.846], [0.103, -4.695, 3.939], [0.283, -3.390, 4.411], [0.315, -2.331, 3.540], [0.201, -2.481, 2.196], [0.009, -3.742, 1.728], [-0.039, -4.836, 2.549], [0.146, -5.585, 5.889], [0.802, -6.598, 4.592], [-0.924, -6.379, 4.717], [0.389, -3.197, 5.470], [0.422, -1.324, 3.922], [-0.117, -3.864, 0.662], [-0.195, -5.815, 2.116]], "mulliken_charge": [0.5123, -0.6108, 0.5596, -0.6406, -0.4141, -0.7920, -1.1357, 0.1299, 1.0216, 0.5800, -1.2206, 0.4775, -0.4620, 0.9376, -0.9203, -0.9303, -0.7758, -0.8138, 0.5004, 0.9895, 0.0090, 0.5042, 0.4332, 0.4579, 0.4591, 0.5501, 0.5038, 0.4684, 0.4954, 0.5635, -1.4966, 2.5912, -2.4673, -2.1885, -1.4746, 2.5743, -1.5933, -1.7436, -1.8110, 2.3599, -1.8635, -1.5174, -1.8103, 0.4830, 0.3854, 0.4008, 0.5714, 0.5124, 0.7380, 0.6783, 0.4027, 0.4019, 0.2064, 0.6764, 0.3155, 0.3945, 0.3648, 0.5146, 0.0285, 0.6350, 0.3246, 0.3540, 0.6805, 0.3342, 0.3008, 0.4160, 0.5031, 0.2783, 0.6038, 0.3602, -1.4270, 1.0231, -1.2082, -0.3064, 0.1711, -0.3739, -0.9672, 0.3824, 0.3753, 0.3776, 0.4441, 0.5232, 0.6105, 0.5138]}

=====

4.
{"formula": "C18H18CrN5O8", "method": "ωB97M-V with the def2-TZVPD basis set", "relative_energy_kcal_mol": 0.0, "e_homo_ev": [-5.18, -5.74], "orbital_gap_ev": [7.412, 7.870], "spin_multiplicity": 5, "charge": -1, "species": ["Cr", "C", "O", "C", "O", "N", "N", "H", "H", "H", "H", "H", "H", "O", "C", "O", "C", "C", "C", "N", "C", "C", "C", "O", "O", "H", "H", "H", "O", "C", "O", "C", "C", "C", "C", "C", "N", "H", "H", "H", "H", "C", "C", "C", "N", "H", "H", "H", "H", "H"], "coordinates": [[-0.832, 0.191, 0.264], [-3.936, -0.775, 3.645], [-2.651, -1.263, 3.259], [-2.456, -1.759, 2.021], [-1.343, -2.107, 1.697], [-3.581, -1.844, 1.236], [-3.405, -2.408, -0.045], [-3.844, -0.511, 4.694], [-4.698, -1.544, 3.512], [-4.184, 0.131, 3.089], [-4.171, -1.022, 1.284], [-3.133, -1.682, -0.711], [-4.287, -2.817, -0.316], [3.633, 1.627, -4.783], [2.671, 0.857, -4.646], [2.456, -0.269, -5.154], [1.604, 1.285, -3.618], [1.963, 2.101, -2.549], [1.075, 2.268, -1.503], [-0.124, 1.685, -1.468], [-0.510, 0.983, -2.541], [0.313, 0.773, -3.635], [-1.835, 0.244, -2.422], [-2.482, -0.016, -3.420], [-2.143, -0.098, -1.210], [2.948, 2.550, -2.544], [1.343, 2.857, -0.630], [-0.020, 0.146, -4.450], [-2.439, 2.003, 3.528], [-1.774, 1.476, 2.647], [-2.174, 1.080, 1.498], [-0.291, 1.235, 2.911], [0.306, 1.599, 4.105], [1.654, 1.341, 4.279], [2.362, 0.725, 3.256], [1.693, 0.390, 2.095], [0.394, 0.642, 1.927], [-0.309, 2.071, 4.857], [2.151, 1.613, 5.202], [3.415, 0.504, 3.352], [2.194, -0.097, 1.268], [3.715, -1.405, -2.337], [2.288, -1.919, -2.528], [1.389, -1.440, -1.487], [0.676, -1.024, -0.691], [4.316, -1.722, -3.186], [4.159, -1.787, -1.416], [3.738, -0.317, -2.315], [2.254, -3.009, -2.530], [1.912, -1.546, -3.491]], "lowdin_spin": [3.7284, 0.0003, 0.0016, 0.0102, 0.0296, 0.0020, 0.0004, 0.0000, 0.0000, 0.0001, 0.0002, 0.0005, 0.0000, 0.0009, 0.0005, 0.0006, 0.0060, 0.0007, 0.0108, 0.0326, 0.0094, 0.0000, 0.0071, 0.0088, 0.0249, 0.0000, 0.0006, 0.0000, 0.0108, 0.0089, 0.0244, 0.0139, -0.0025, 0.0112, -0.0024, 0.0123, 0.0050, -0.0003, 0.0007, -0.0004, 0.0007, 0.0012, 0.0037, 0.0230, 0.0120, 0.0001, 0.0000, 0.0000, 0.0009, 0.0006]}

=====

5.
{"formula": "CH4N6O", "method": "ωB97M-V with the def2-TZVPD basis set", "smiles": "Nn1nnn(N)c1=O", "relative_energy_kcal_mol": 0.0, "e_homo_ev": -9.70, "orbital_gap_ev": 10.308, "species": ["C", "H", "H", "H", "H", "N", "N", "N", "N", "N", "N", "O"], "coordinates": [[-0.286, -0.249, 0.155], [-2.039, 1.717, 0.603], [-1.018, 1.750, 1.886], [1.472, -2.284, 0.041], [0.392, -2.528, -1.128], [-1.058, 1.917, 0.854], [-0.225, 1.123, 0.205], [0.719, 1.536, -0.623], [1.239, 0.539, -1.171], [0.701, -0.601, -0.686], [1.181, -1.902, -0.886], [-1.078, -1.018, 0.750]], "mulliken_charge": [0.3404, 0.2847, 0.2794, 0.2868, 0.2991, -0.9067, 0.8137, -0.2604, -0.3436, 0.7029, -0.8066, -0.6896]}

=====

6.
{"formula": "C39H38F3Ge2N2O3RhS2Te", "method": "ωB97M-V with the def2-TZVPD basis set", "relative_energy_kcal_mol": 0.0, "e_homo_ev": [-9.64, -11.14], "orbital_gap_ev": [7.356, 6.054], "spin_multiplicity": 6, "charge": 1, "species": ["Rh", "F", "C", "F", "F", "C", "C", "C", "C", "N", "C", "S", "H", "H", "H", "N", "C", "C", "C", "C", "C", "C", "S", "O", "O", "O", "H", "H", "H", "H", "H", "H", "C", "Ge", "C", "C", "Ge", "C", "C", "C", "C", "C", "C", "C", "C", "C", "C", "C", "C", "H", "H", "H", "H", "H", "H", "H", "H", "H", "H", "H", "H", "H", "H", "H", "H", "H", "H", "H", "Te", "C", "C", "C", "C", "C", "C", "C", "C", "C", "C", "C", "C", "H", "H", "H", "H", "H", "H", "H", "H", "H", "H"], "coordinates": [[-0.069, -0.396, 1.156], [-1.097, -4.923, 3.532], [-1.523, -4.171, 4.552], [-1.433, -4.920, 5.665], [-2.825, -3.902, 4.348], [-0.737, -2.893, 4.716], [-0.443, -2.470, 6.002], [0.253, -1.291, 6.196], [0.620, -0.569, 5.080], [0.330, -0.943, 3.830], [-0.348, -2.093, 3.630], [-0.738, -2.441, 1.947], [-0.750, -3.074, 6.847], [0.508, -0.942, 7.189], [1.178, 0.358, 5.186], [3.407, -0.369, 2.679], [3.507, -0.545, 1.318], [2.505, -0.163, 0.468], [2.543, -0.397, -1.013], [3.912, -0.816, -1.455], [4.924, -1.133, -0.598], [4.736, -1.056, 0.781], [4.093, -1.164, -3.157], [3.324, -2.334, -3.462], [5.466, -1.106, -3.532], [3.306, 0.046, -3.810], [4.105, -0.821, 3.243], [2.478, -0.410, 3.060], [1.765, 0.533, 0.884], [1.908, -1.265, -1.245], [5.875, -1.467, -1.003], [5.537, -1.337, 1.458], [0.105, -2.945, -4.048], [-0.193, -2.999, -2.129], [1.278, -3.708, -1.064], [-1.898, -3.767, -1.571], [-0.702, -0.431, -1.239], [0.553, 0.573, -2.354], [1.973, 0.782, -1.858], [2.943, 1.189, -2.963], [2.348, 2.204, -3.893], [1.029, 2.242, -4.087], [0.134, 1.315, -3.398], [-2.487, -0.370, -2.031], [-2.764, -0.571, -3.387], [-4.067, -0.518, -3.862], [-5.118, -0.264, -2.986], [-4.862, -0.080, -1.634], [-3.557, -0.147, -1.162], [-0.378, -3.827, -4.480], [1.175, -2.964, -4.248], [-0.322, -2.056, -4.513], [1.090, -4.782, -0.954], [1.294, -3.270, -0.066], [2.234, -3.562, -1.565], [-2.015, -4.716, -2.107], [-2.745, -3.125, -1.812], [-1.885, -3.968, -0.497], [1.937, 1.659, -1.200], [3.860, 1.569, -2.518], [3.025, 2.840, -4.453], [0.604, 2.942, -4.799], [-0.895, 1.252, -3.744], [-1.960, -0.769, -4.087], [-4.265, -0.678, -4.917], [-6.134, -0.221, -3.357], [-5.678, 0.105, -0.943], [-3.374, -0.045, -0.098], [-1.587, 1.509, 2.469], [-2.891, 2.822, 1.463], [-3.690, 3.629, 2.266], [-4.564, 4.533, 1.677], [-4.638, 4.629, 0.293], [-3.843, 3.817, -0.505], [-2.971, 2.908, 0.077], [0.226, 2.515, 2.016], [0.453, 3.041, 0.744], [1.662, 3.665, 0.463], [2.658, 3.732, 1.430], [2.433, 3.200, 2.694], [1.214, 2.607, 2.994], [-3.633, 3.562, 3.346], [-5.185, 5.163, 2.302], [-5.320, 5.336, -0.165], [-3.906, 3.881, -1.586], [-2.376, 2.260, -0.557], [-0.306, 2.979, -0.024], [1.826, 4.094, -0.521], [3.605, 4.212, 1.204], [3.204, 3.259, 3.456], [1.029, 2.231, 3.994]], "lowdin_spin": [2.0068, 0.0084, 0.0047, 0.0005, 0.0027, 0.0207, -0.0011, 0.0185, 0.0026, 0.0596, 0.0425, 0.3577, -0.0003, 0.0013, 0.0001, -0.0098, 0.0542, 0.2081, 0.0717, 0.2546, 0.0141, 0.3336, 0.0186, 0.0221, 0.0112, 0.0078, -0.0007, -0.0003, 0.0268, 0.0439, -0.0049, 0.0175, 0.0530, 0.2669, 0.0559, 0.0585, 0.3105, 0.0512, 0.0191, 0.0125, 0.0535, -0.0003, 0.0862, 0.0641, 0.0154, -0.0002, 0.0134, 0.0002, 0.0195, 0.0090, 0.0006, 0.0017, 0.0103, 0.0031, 0.0002, 0.0113, 0.0007, -0.0001, -0.0012, 0.0037, 0.0028, -0.0012, 0.0045, 0.0007, -0.0001, 0.0008, -0.0001, 0.0022, 0.1651, 0.0196, 0.0087, 0.0007, 0.0023, -0.0001, 0.0040, 0.0211, 0.0201, 0.0018, 0.0119, 0.0029, 0.0113, 0.0028, 0.0000, 0.0002, 0.0000, 0.0030, 0.0021, -0.0001, 0.0005, -0.0001, 0.0007]}

=====

no.,strongest force on any atom (hartree/bohr)
1,0.0737
2,0.0149
3,0.0586
4,0.0020
5,0.0836
6,0.0102